{
  "formula": "CH4N2S2",
  "method": "ωB97M-V with the def2-TZVPD basis set",
  "elements": ["S", "N", "C", "N", "S", "H", "H", "H", "H"],
  "positions_angstrom": [[-2.70232, -0.45477, -0.26217], [-1.07511, 0.15520, -0.51543], [-0.16367, -0.18865, 0.27374], [1.04076, 0.48776, 0.03605], [2.38287, -0.48640, -0.42642], [-3.12580, 0.78494, -0.19904], [-0.14108, -1.11407, 0.92193], [0.75237, 1.18585, -0.55592], [3.03198, -0.36986, 0.72726]],
  "forces_ev_per_angstrom": [[1.1, -0.3, 0.0], [-2.1, 0.2, 0.1], [1.2, -2.0, -0.3], [0.5, -2.4, 2.5], [-0.5, 0.3, -0.1], [-0.7, 0.6, 0.0], [-0.1, 1.3, -0.3], [0.2, 2.3, -2.1], [0.3, 0.1, 0.2]],
  "mulliken_charge": [-0.161, -0.480, 0.145, -0.316, -0.141, 0.149, 0.339, 0.317, 0.148],
  "de_lowest_kcal_mol": 39.9,
  "smiles": "S/N=C/NS",
  "orbital_gap_ha": 0.349,
  "homo_energy_ev": -8.9,
  "charge": 0
}